<i>
Entry from OMol25: a cluster of 2 separate species, C4H12 in total (wB97M-V/def2-TZVPD).

Calculated values
E_HOMO (eV): -10.30
SMILES: CC.CC
Net charge: 0
LUMO energy (eV): 1.06
HOMO-LUMO gap (eV): 11.36

CARTESIAN COORDINATES (ANGSTROEM)
C: -0.77 2.56 0.64
C: 0.50 1.50 0.62
H: -0.56 3.43 1.31
H: -0.84 2.69 -0.45
H: -1.85 2.28 1.01
H: 1.17 1.87 -0.15
H: 0.06 0.52 0.42
H: 0.98 1.51 1.56
C: -0.38 -2.57 -0.50
C: 0.72 -1.55 -0.73
H: -0.13 -3.51 -0.59
H: -1.17 -2.24 0.20
H: -1.09 -2.48 -1.40
H: 0.45 -0.57 -0.20
H: 1.59 -2.12 -0.20
H: 1.32 -1.31 -1.57

=====

<ii>
Entry from OMol25: a cluster of 2 separate species, C4H12 in total (wB97M-V/def2-TZVPD).

Calculated values
E_HOMO (eV): -11.57
SMILES: CC.CC
Net charge: 0
LUMO energy (eV): 1.14
HOMO-LUMO gap (eV): 12.71

CARTESIAN COORDINATES (ANGSTROEM)
C: 1.73 0.74 -0.51
C: 2.51 -0.42 0.07
H: 1.41 1.41 0.29
H: 2.27 1.23 -1.31
H: 0.79 0.49 -0.99
H: 3.43 -0.10 0.54
H: 1.96 -0.92 0.85
H: 2.72 -1.20 -0.67
C: -1.80 0.54 0.45
C: -2.41 -0.84 0.01
H: -1.73 0.61 1.54
H: -0.82 0.64 0.01
H: -2.52 1.28 0.12
H: -2.08 -1.62 0.68
H: -1.91 -1.08 -0.93
H: -3.47 -0.75 -0.22

=====

Which is most stable, and by how much? <ii>, by 211.6 kJ/mol.